DFT (ωB97M-V/def2-TZVPD) results for C25H29Cl6N4O2V as an isolated structure in a non-equilibrium geometry.

The geometry in XYZ format:
```
67
Properties=species:S:1:pos:R:3:forces:R:3:nbo_charge:R:1
O 2.74885 -1.64741 -0.55980 0.3 -0.8 5.6 -0.374
V 2.45247 -1.89299 1.04356 -5.3 1.5 -8.0 1.662
C -1.98090 -1.31415 0.72339 0.5 0.3 -1.2 -0.624
C -0.71154 -0.43222 0.54769 -1.3 0.0 0.2 0.110
C -0.88864 0.83773 1.38050 0.6 0.3 -0.4 -0.622
O 0.47078 -1.10253 0.86560 4.0 -1.9 1.8 -0.833
H -2.82017 -0.63126 0.58900 -0.2 -0.1 0.6 0.223
H -2.02581 -1.88286 1.64959 0.0 0.2 0.1 0.200
H -2.11823 -1.98213 -0.13108 0.3 -0.4 0.2 0.207
H -0.70555 -0.12316 -0.50397 0.2 0.0 -0.1 0.164
H -1.76861 1.40244 1.06866 -0.1 -0.2 -0.1 0.215
H -0.04331 1.49100 1.15326 0.1 0.0 0.4 0.211
H -0.97980 0.64861 2.45019 0.2 -0.1 0.0 0.208
N 1.75779 -3.92092 0.58258 0.6 -0.8 1.0 -0.528
C 0.88266 -4.12550 -0.41149 -0.2 -0.1 0.3 0.087
C 0.34264 -5.38043 -0.71996 -0.1 0.1 -0.2 -0.224
C 0.71809 -6.51025 -0.01356 1.7 1.2 0.3 -0.096
C 1.82299 -6.30144 0.84388 -1.1 -1.1 0.6 -0.231
C 2.22942 -5.05786 1.22654 -0.2 1.5 -1.1 0.027
H 0.50054 -3.26484 -0.94317 0.3 0.2 0.0 0.249
H -0.33659 -5.37844 -1.56107 -0.3 -0.2 0.2 0.248
H 0.33641 -7.51903 -0.05238 -0.3 0.1 -0.6 0.252
H 2.22467 -7.18729 1.31733 0.2 0.2 0.3 0.246
H 2.93764 -4.89964 2.02695 0.2 -0.1 0.0 0.210
N 2.90675 2.68868 -1.94723 0.3 -0.7 0.1 -0.432
C 1.57390 2.58966 -1.85575 0.6 0.2 0.0 0.016
C 0.69262 3.41312 -2.53983 0.6 0.7 -0.6 -0.267
C 1.28458 4.32187 -3.42504 0.6 0.8 0.9 -0.164
C 2.67370 4.47365 -3.45452 -0.6 -0.5 -0.8 -0.244
C 3.47167 3.59564 -2.73817 -1.1 0.6 0.2 0.036
H 1.25163 1.80537 -1.18298 -0.3 0.0 0.1 0.184
H -0.37090 3.47955 -2.36013 -0.1 -0.5 0.0 0.226
H 0.74665 5.10592 -3.94143 -0.5 -0.4 -0.1 0.222
H 3.07999 5.23946 -4.10106 0.2 0.0 0.1 0.223
H 4.54569 3.72433 -2.75521 0.1 -0.4 0.2 0.201
N 0.98945 5.26494 3.10629 -0.6 -0.1 -0.3 -0.414
C 0.51266 6.27430 3.84084 0.3 -0.5 1.1 0.038
C -0.38598 6.09157 4.90326 -0.2 0.3 -1.3 -0.246
C -0.97848 4.84981 5.06539 0.5 1.2 0.8 -0.176
C -0.55660 3.82701 4.25824 -0.1 -0.8 -0.8 -0.266
C 0.42117 4.06441 3.28494 -0.6 0.7 0.6 0.027
H 0.91680 7.26117 3.65702 0.1 0.0 -0.1 0.198
H -0.76371 6.93502 5.46417 0.3 0.1 0.1 0.222
H -1.70974 4.81541 5.86222 -0.2 -0.7 -0.2 0.224
H -1.05092 2.86421 4.29098 0.1 -0.1 0.1 0.211
H 0.65879 3.28224 2.57649 0.4 -0.1 0.1 0.184
N 2.31397 -1.82295 -4.52315 0.8 0.0 0.1 -0.408
C 1.53693 -2.89958 -4.42671 0.4 0.7 -0.3 0.021
C 0.27621 -2.82972 -3.87883 -1.0 0.4 0.3 -0.284
C -0.18725 -1.59651 -3.40182 1.0 -0.1 -0.4 -0.181
C 0.62787 -0.46721 -3.57277 -0.6 -0.4 0.9 -0.254
C 1.91336 -0.63577 -4.07440 -1.0 -0.6 -1.2 0.036
H 1.97395 -3.77597 -4.88774 -0.3 -0.3 0.2 0.203
H -0.43927 -3.64243 -3.89610 0.3 -0.3 0.1 0.215
H -1.15255 -1.55751 -2.91494 -0.1 0.3 -0.2 0.218
H 0.24845 0.49836 -3.26642 0.2 0.1 0.0 0.224
H 2.54371 0.19411 -4.36700 0.1 0.1 0.5 0.210
C -2.19209 -3.27359 4.56974 -0.1 0.0 0.2 -0.293
Cl -1.91539 -2.73022 6.23258 0.4 -0.1 -0.3 0.031
Cl -3.91045 -3.21997 4.27016 -0.4 0.0 -0.3 0.041
Cl -1.56355 -4.89758 4.27178 0.2 -0.1 0.1 0.004
H -1.69684 -2.63019 3.85012 0.0 0.2 0.3 0.219
C -4.62086 1.15856 -1.60359 -0.3 -0.1 -0.6 -0.273
Cl -5.31529 -0.29002 -0.82171 0.2 0.4 -0.4 0.015
Cl -5.80655 2.07893 -2.53502 -0.4 0.0 0.6 0.038
Cl -3.36263 0.77857 -2.80650 0.4 -0.4 0.7 -0.001
H -4.22723 1.76793 -0.79840 0.1 0.1 -0.2 0.227
```
Forces are in eV/Å.

Spin multiplicity ... 2
Electronic energy ... -5044.30189 hartree
Max |F| ... 9.702 eV/A
Highest occupied orbital energy (spin up / spin down) ... -11.30 / -11.30 eV
Total charge ... +1
Orbital gap (spin up / spin down) ... 5.411 / 5.748 eV